{
  "formula": "C44H57AsF3N5RbS3SbSeSi",
  "method": "wB97M-V/def2-TZVPD",
  "species": ["Rb", "C", "C", "C", "C", "C", "H", "H", "H", "H", "H", "C", "C", "N", "C", "C", "S", "C", "C", "S", "C", "N", "C", "H", "H", "H", "H", "H", "H", "H", "H", "F", "C", "C", "C", "C", "C", "C", "Sb", "C", "C", "C", "C", "F", "C", "C", "C", "C", "C", "C", "F", "C", "C", "H", "H", "H", "H", "H", "H", "H", "H", "H", "H", "H", "H", "C", "As", "C", "C", "H", "H", "H", "H", "H", "H", "H", "H", "H", "C", "C", "N", "C", "C", "C", "C", "N", "H", "H", "H", "H", "H", "H", "H", "H", "H", "H", "H", "H", "H", "H", "C", "Si", "C", "C", "Se", "H", "H", "H", "H", "H", "H", "H", "H", "H", "S", "C", "N"],
  "positions_angstrom": [[0.004, -0.047, 0.211], [-0.074, -3.036, -0.553], [1.059, -3.204, -1.377], [1.834, -4.242, -0.833], [1.185, -4.714, 0.317], [0.002, -3.976, 0.487], [-0.892, -2.341, -0.720], [1.280, -2.658, -2.286], [2.773, -4.607, -1.234], [1.533, -5.508, 0.966], [-0.730, -4.108, 1.273], [3.573, -0.594, -2.408], [3.550, 0.810, -1.908], [2.732, 1.239, -0.998], [2.970, 2.566, -0.699], [3.979, 3.140, -1.412], [4.663, 1.996, -2.485], [2.152, 3.252, 0.307], [2.301, 4.547, 0.708], [1.054, 4.952, 1.799], [0.424, 3.355, 1.667], [1.108, 2.583, 0.882], [-0.866, 2.951, 2.295], [2.828, -1.179, -1.872], [4.552, -1.051, -2.244], [3.353, -0.634, -3.476], [4.320, 4.159, -1.369], [3.034, 5.265, 0.384], [-1.142, 3.595, 3.129], [-0.833, 1.920, 2.649], [-1.650, 3.023, 1.536], [3.415, -1.127, -8.370], [2.561, -0.947, -7.329], [2.515, -1.902, -6.333], [1.641, -1.702, -5.276], [0.821, -0.575, -5.207], [0.895, 0.353, -6.239], [1.768, 0.180, -7.307], [-0.541, -0.456, -3.530], [-1.660, -2.108, -4.361], [-2.102, -2.077, -5.683], [-2.744, -3.162, -6.257], [-2.929, -4.292, -5.483], [-3.552, -5.363, -6.040], [-2.497, -4.373, -4.179], [-1.858, -3.269, -3.624], [-1.793, 1.063, -4.367], [-3.131, 0.829, -4.660], [-3.965, 1.854, -5.093], [-3.434, 3.119, -5.218], [-4.241, 4.124, -5.643], [-2.119, 3.404, -4.910], [-1.311, 2.366, -4.479], [3.148, -2.777, -6.391], [1.598, -2.457, -4.497], [0.262, 1.231, -6.227], [1.833, 0.901, -8.111], [-1.943, -1.191, -6.289], [-3.093, -3.143, -7.281], [-2.646, -5.280, -3.609], [-1.489, -3.350, -2.607], [-3.551, -0.164, -4.553], [-5.010, 1.682, -5.312], [-1.756, 4.421, -4.954], [-0.299, 2.607, -4.175], [4.321, -0.464, 3.773], [3.768, 0.090, 1.965], [3.278, -1.701, 1.352], [5.587, 0.138, 1.193], [5.009, -1.311, 3.727], [3.429, -0.752, 4.329], [4.803, 0.370, 4.286], [4.125, -2.385, 1.439], [2.927, -1.707, 0.321], [2.460, -2.069, 1.970], [6.137, -0.782, 1.404], [6.128, 0.989, 1.609], [5.514, 0.276, 0.114], [0.182, -2.114, 7.124], [-0.759, -1.274, 6.267], [-0.062, -0.392, 5.346], [0.118, 0.994, 5.743], [1.510, 1.310, 6.281], [0.228, -0.767, 4.063], [-0.235, -2.123, 3.618], [0.840, -0.034, 3.199], [-0.387, -2.774, 7.783], [0.820, -1.482, 7.743], [0.832, -2.733, 6.503], [-1.392, -0.647, 6.897], [-1.456, -1.903, 5.717], [-0.647, 1.225, 6.485], [-0.123, 1.631, 4.887], [1.738, 0.707, 7.161], [1.580, 2.363, 6.564], [2.280, 1.108, 5.536], [-1.327, -2.145, 3.592], [0.111, -2.915, 4.284], [0.145, -2.330, 2.621], [1.108, 0.866, 3.587], [-6.516, 1.244, 4.334], [-4.803, 1.547, 3.573], [-5.047, 1.400, 1.701], [-4.435, 3.386, 3.893], [-3.264, 0.175, 4.344], [-7.235, 2.010, 4.032], [-6.448, 1.237, 5.424], [-6.894, 0.270, 4.021], [-5.821, 2.085, 1.342], [-5.335, 0.381, 1.435], [-4.120, 1.630, 1.173], [-5.353, 3.978, 3.939], [-3.813, 3.801, 3.098], [-3.896, 3.505, 4.835], [-0.741, 4.889, -1.743], [-0.849, 3.243, -1.569], [-0.892, 2.082, -1.457]],
  "relative_energy_kj_mol": 30.1,
  "lumo_energy_ev": 3.41,
  "spin_multiplicity": 1,
  "largest_force_ha_per_bohr": 0.00943,
  "total_energy_ha": -8669.9543,
  "total_charge": -2,
  "molar_mass_g_mol": 1198.37,
  "homo_ev": -2.27,
  "homo_lumo_gap_ha": 0.2085
}



{
  "formula": "C44H57N4OP2Ti",
  "method": "wB97M-V/def2-TZVPD",
  "species": ["Ti", "C", "C", "C", "C", "C", "C", "N", "C", "C", "C", "C", "C", "N", "C", "C", "C", "C", "C", "C", "N", "H", "H", "H", "H", "H", "H", "H", "H", "H", "H", "H", "H", "H", "H", "H", "C", "C", "C", "P", "C", "C", "C", "C", "C", "C", "C", "C", "C", "N", "C", "C", "C", "C", "C", "C", "P", "C", "C", "C", "C", "C", "C", "H", "H", "H", "H", "H", "H", "H", "H", "H", "H", "H", "H", "H", "H", "H", "H", "H", "H", "H", "H", "H", "H", "H", "H", "H", "H", "H", "H", "H", "H", "H", "H", "H", "H", "H", "H", "C", "O", "C", "C", "H", "H", "H", "H", "H", "H"],
  "positions_angstrom": [[-1.077, -0.339, -0.397], [-1.187, 3.151, 3.649], [-2.047, 3.412, 2.458], [-3.149, 4.268, 2.633], [-3.958, 4.667, 1.560], [-3.641, 4.081, 0.345], [-2.540, 3.206, 0.237], [-1.719, 2.964, 1.259], [-2.338, 2.605, -1.113], [-2.406, 3.450, -2.223], [-2.474, 2.900, -3.527], [-2.599, 1.541, -3.652], [-2.605, 0.753, -2.511], [-2.225, 1.266, -1.270], [-3.244, -0.538, -2.490], [-4.282, -0.924, -3.388], [-4.949, -2.150, -3.205], [-4.674, -2.804, -2.025], [-3.670, -2.382, -1.093], [-3.573, -3.209, 0.135], [-2.926, -1.255, -1.341], [-0.128, 2.937, 3.360], [-1.559, 2.318, 4.302], [-1.212, 4.080, 4.265], [-3.286, 4.597, 3.693], [-4.860, 5.239, 1.722], [-4.274, 4.268, -0.545], [-2.398, 4.537, -2.059], [-2.464, 3.572, -4.392], [-2.731, 1.110, -4.645], [-4.586, -0.289, -4.205], [-5.678, -2.475, -3.955], [-5.196, -3.774, -1.783], [-3.073, -2.731, 0.989], [-3.211, -4.220, -0.122], [-4.652, -3.311, 0.440], [4.437, -0.070, 1.157], [3.258, -0.203, 2.113], [3.697, -0.903, 3.417], [2.391, 1.405, 2.475], [3.654, 2.680, 2.979], [4.176, 2.477, 4.445], [4.796, 3.001, 1.918], [1.702, 2.214, 0.941], [1.341, 3.592, 1.085], [0.804, 4.324, 0.042], [0.764, 3.781, -1.256], [1.024, 2.433, -1.399], [1.240, 1.618, -0.258], [0.990, 0.245, -0.460], [1.837, -0.459, -1.266], [3.032, 0.088, -1.819], [3.924, -0.694, -2.546], [3.648, -2.048, -2.749], [2.539, -2.647, -2.164], [1.572, -1.863, -1.548], [-0.051, -2.585, -1.313], [0.460, -4.220, -0.503], [-0.574, -5.352, -0.668], [0.702, -3.900, 1.048], [-0.414, -2.967, -3.164], [-0.471, -1.697, -3.995], [0.485, -3.931, -3.953], [4.678, -1.074, 0.693], [5.329, 0.229, 1.690], [4.269, 0.621, 0.294], [2.448, -0.805, 1.631], [4.774, -0.991, 3.419], [3.355, -1.888, 3.543], [3.306, -0.396, 4.281], [3.091, 3.617, 2.979], [4.833, 1.579, 4.503], [3.295, 2.246, 5.016], [4.637, 3.366, 4.867], [5.755, 2.592, 2.241], [4.920, 4.066, 1.910], [4.474, 2.653, 0.942], [1.486, 4.038, 2.050], [0.490, 5.386, 0.178], [0.431, 4.418, -2.060], [0.897, 1.947, -2.337], [3.328, 1.108, -1.609], [4.791, -0.226, -3.048], [4.345, -2.669, -3.322], [2.342, -3.713, -2.224], [1.431, -4.487, -0.941], [-1.172, -5.245, -1.575], [-1.330, -5.283, 0.134], [-0.091, -6.342, -0.600], [-0.162, -3.332, 1.444], [1.578, -3.250, 1.177], [0.817, -4.819, 1.683], [-1.442, -3.364, -3.152], [-0.665, -0.808, -3.441], [-1.191, -1.810, -4.826], [0.504, -1.456, -4.517], [0.819, -4.713, -3.253], [1.398, -3.407, -4.391], [-0.130, -4.390, -4.736], [-0.704, -1.139, 3.541], [-0.597, -0.595, 2.247], [-1.651, -0.542, 1.405], [-2.979, -0.553, 2.095], [-1.652, -0.880, 4.065], [0.086, -0.667, 4.133], [-0.543, -2.240, 3.427], [-3.154, -1.460, 2.693], [-3.784, -0.487, 1.341], [-3.030, 0.324, 2.747]],
  "lumo_energy_ev": [-3.72, -3.72],
  "spin_multiplicity": 1,
  "largest_force_ha_per_bohr": 0.05309,
  "total_energy_ha": -3536.9771,
  "total_charge": 1,
  "molar_mass_g_mol": 767.78,
  "homo_ev": [-9.01, -9.04],
  "homo_lumo_gap_ha": [0.1943, 0.1954]
}



{
  "formula": "C44H58N3O2S2Ti",
  "method": "wB97M-V/def2-TZVPD",
  "species": ["Ti", "C", "N", "C", "C", "N", "C", "C", "C", "C", "C", "C", "C", "S", "C", "C", "C", "C", "C", "C", "S", "H", "H", "H", "H", "H", "H", "H", "H", "H", "H", "H", "H", "H", "H", "H", "H", "H", "H", "C", "C", "C", "C", "C", "C", "C", "N", "C", "C", "C", "C", "C", "C", "O", "C", "C", "C", "C", "C", "C", "C", "C", "C", "O", "C", "C", "C", "C", "C", "C", "H", "H", "H", "H", "H", "H", "H", "H", "H", "H", "H", "H", "H", "H", "H", "H", "H", "H", "H", "H", "H", "H", "H", "H", "H", "H", "H", "H", "H", "H", "H", "H", "H", "H", "H", "H", "H", "H", "H", "H"],
  "positions_angstrom": [[0.727, -0.721, 1.064], [1.478, -2.775, -0.828], [1.442, -2.782, 0.649], [2.822, -2.837, 1.191], [2.898, -2.318, 2.622], [2.483, -0.902, 2.666], [3.653, -0.037, 2.418], [1.960, -0.455, 3.955], [2.496, -0.918, 5.146], [2.107, -0.378, 6.362], [1.193, 0.666, 6.381], [0.661, 1.138, 5.195], [1.020, 0.586, 3.963], [0.288, 1.186, 2.492], [0.645, -3.890, 1.175], [0.635, -5.118, 0.525], [-0.080, -6.197, 1.020], [-0.794, -6.048, 2.202], [-0.796, -4.833, 2.855], [-0.092, -3.721, 2.363], [-0.165, -2.218, 3.207], [2.098, -3.584, -1.229], [1.891, -1.831, -1.176], [0.462, -2.877, -1.204], [3.455, -2.217, 0.551], [3.199, -3.865, 1.159], [3.930, -2.439, 2.976], [2.239, -2.900, 3.261], [4.377, -0.136, 3.236], [3.316, 0.996, 2.371], [4.136, -0.298, 1.480], [3.221, -1.724, 5.134], [2.517, -0.771, 7.284], [0.891, 1.111, 7.322], [-0.064, 1.942, 5.194], [1.189, -5.249, -0.396], [-0.079, -7.136, 0.482], [-1.359, -6.880, 2.606], [-1.362, -4.695, 3.768], [1.344, 5.234, -3.552], [0.861, 3.834, -3.961], [1.535, 3.431, -5.282], [-0.649, 3.907, -4.202], [1.218, 2.829, -2.867], [0.264, 2.086, -2.193], [0.640, 1.215, -1.169], [-0.166, 0.398, -0.417], [-1.539, 0.361, -0.371], [-2.464, 1.321, -0.795], [-3.819, 1.058, -0.755], [-4.231, -0.192, -0.292], [-3.370, -1.158, 0.204], [-1.979, -0.859, 0.218], [-1.008, -1.624, 0.676], [-3.931, -2.494, 0.699], [-3.196, -3.662, 0.021], [-5.420, -2.644, 0.373], [-3.784, -2.579, 2.222], [-4.867, 2.067, -1.223], [-4.237, 3.383, -1.688], [-5.651, 1.477, -2.406], [-5.839, 2.388, -0.077], [2.009, 0.993, -0.866], [2.229, 0.081, 0.077], [2.990, 1.711, -1.582], [2.555, 2.637, -2.528], [4.495, 1.543, -1.337], [5.350, 2.219, -2.416], [4.897, 0.058, -1.336], [4.837, 2.197, 0.012], [1.076, 5.970, -4.316], [2.426, 5.258, -3.420], [0.882, 5.529, -2.608], [1.265, 4.131, -6.078], [1.214, 2.431, -5.579], [2.622, 3.425, -5.189], [-0.862, 4.653, -4.971], [-1.178, 4.196, -3.293], [-1.039, 2.947, -4.545], [-0.775, 2.142, -2.475], [-2.102, 2.287, -1.108], [-5.291, -0.411, -0.305], [-3.318, -3.606, -1.065], [-3.597, -4.619, 0.369], [-2.135, -3.636, 0.253], [-5.608, -2.570, -0.702], [-6.023, -1.896, 0.891], [-5.754, -3.629, 0.709], [-2.751, -2.433, 2.519], [-4.115, -3.558, 2.584], [-4.388, -1.805, 2.703], [-3.573, 3.219, -2.540], [-3.669, 3.856, -0.885], [-5.024, 4.074, -2.001], [-4.968, 1.240, -3.225], [-6.396, 2.191, -2.771], [-6.168, 0.560, -2.121], [-5.292, 2.800, 0.774], [-6.363, 1.494, 0.260], [-6.584, 3.121, -0.401], [3.301, 3.220, -3.051], [5.051, 1.905, -3.418], [6.395, 1.936, -2.267], [5.294, 3.308, -2.357], [4.817, -0.352, -2.346], [4.242, -0.512, -0.687], [5.930, -0.058, -0.996], [4.654, 3.272, -0.043], [5.888, 2.035, 0.271], [4.207, 1.790, 0.799]],
  "relative_energy_kj_mol": 0.0,
  "lumo_energy_ev": 2.39,
  "spin_multiplicity": 1,
  "largest_force_ha_per_bohr": 0.03199,
  "total_energy_ha": -3672.3053,
  "total_charge": -1,
  "molar_mass_g_mol": 772.97,
  "homo_ev": -3.82,
  "homo_lumo_gap_ha": 0.2281
}



{
  "formula": "C44H58N4O2PS",
  "method": "wB97M-V/def2-TZVPD",
  "species": ["C", "P", "O", "C", "C", "C", "C", "C", "C", "C", "C", "S", "C", "N", "N", "C", "O", "C", "N", "C", "C", "N", "H", "H", "H", "H", "H", "H", "H", "H", "H", "H", "H", "H", "H", "H", "H", "H", "H", "H", "H", "H", "H", "H", "H", "H", "H", "H", "H", "H", "C", "C", "C", "C", "C", "C", "H", "H", "H", "H", "H", "H", "C", "C", "C", "C", "C", "C", "H", "H", "H", "H", "H", "H", "C", "C", "C", "C", "C", "C", "H", "H", "H", "H", "H", "H", "C", "C", "C", "C", "C", "C", "H", "H", "H", "H", "H", "H", "C", "C", "C", "C", "C", "C", "H", "H", "H", "H", "H", "H"],
  "positions_angstrom": [[7.262, 0.066, 2.539], [5.704, 1.021, 3.133], [6.354, 2.085, 4.349], [4.937, 2.004, 1.701], [3.974, 1.142, 0.736], [2.951, 0.173, 1.504], [1.460, 0.542, 0.966], [0.372, -0.524, 1.463], [-0.955, -0.513, 0.549], [-1.974, 0.677, 0.897], [-2.876, 0.427, 2.203], [-4.575, 1.152, 1.816], [-4.614, 2.869, 2.460], [-3.684, 3.632, 3.222], [-4.314, 4.844, 3.429], [-5.597, 4.813, 2.797], [-5.821, 3.540, 2.153], [4.079, 3.245, 2.334], [4.080, 4.445, 1.412], [5.469, 4.979, 1.287], [6.616, 3.851, 1.304], [6.030, 2.567, 0.786], [7.241, -0.116, 1.413], [8.151, 0.781, 2.740], [7.386, -0.869, 3.174], [5.627, 2.406, 4.927], [3.388, 1.910, 0.096], [4.676, 0.594, -0.001], [3.142, -0.909, 1.146], [3.034, 0.189, 2.639], [1.188, 1.631, 1.196], [1.497, 0.460, -0.188], [0.097, -0.411, 2.567], [0.834, -1.578, 1.334], [-0.687, -0.389, -0.571], [-1.490, -1.524, 0.622], [-2.685, 0.770, -0.010], [-1.471, 1.697, 1.025], [-2.427, 0.926, 3.144], [-2.990, -0.686, 2.453], [-6.376, 5.643, 2.805], [3.014, 2.938, 2.615], [4.559, 3.635, 3.310], [3.667, 4.194, 0.502], [5.597, 5.585, 0.311], [5.710, 5.702, 2.152], [7.416, 4.179, 0.542], [7.133, 3.697, 2.308], [6.728, 1.858, 0.511], [5.523, 2.822, -0.095], [-0.345, -5.090, -0.197], [-1.173, -6.038, 0.396], [-2.489, -6.180, -0.035], [-2.974, -5.380, -1.065], [-2.144, -4.435, -1.661], [-0.831, -4.286, -1.224], [0.680, -4.977, 0.141], [-0.793, -6.666, 1.195], [-3.136, -6.915, 0.432], [-3.998, -5.493, -1.405], [-2.523, -3.812, -2.466], [-0.186, -3.545, -1.685], [-5.579, -0.531, -4.340], [-4.297, 0.008, -4.377], [-3.408, -0.236, -3.335], [-3.799, -1.028, -2.259], [-5.080, -1.570, -2.223], [-5.972, -1.318, -3.261], [-6.273, -0.337, -5.151], [-3.991, 0.620, -5.220], [-2.410, 0.189, -3.362], [-3.104, -1.223, -1.448], [-5.384, -2.188, -1.385], [-6.972, -1.736, -3.230], [2.807, 0.746, -4.912], [4.046, 1.342, -5.126], [4.541, 2.267, -4.213], [3.801, 2.589, -3.079], [2.563, 1.990, -2.863], [2.065, 1.071, -3.781], [2.420, 0.027, -5.626], [4.626, 1.086, -6.007], [5.504, 2.737, -4.384], [4.190, 3.308, -2.363], [1.986, 2.239, -1.977], [1.098, 0.609, -3.615], [-5.110, -5.031, -4.820], [-4.353, -6.153, -4.494], [-4.956, -7.405, -4.427], [-6.315, -7.538, -4.695], [-7.072, -6.417, -5.024], [-6.471, -5.163, -5.082], [-4.641, -4.054, -4.868], [-3.292, -6.050, -4.292], [-4.367, -8.278, -4.167], [-6.784, -8.514, -4.648], [-8.131, -6.521, -5.235], [-7.062, -4.289, -5.333], [-0.665, 3.205, 4.503], [0.621, 3.736, 4.463], [1.512, 3.484, 5.502], [1.120, 2.693, 6.579], [-0.165, 2.160, 6.617], [-1.059, 2.419, 5.582], [-1.361, 3.404, 3.695], [0.929, 4.347, 3.620], [2.513, 3.904, 5.474], [1.815, 2.493, 7.387], [-0.471, 1.542, 7.455], [-2.062, 2.008, 5.615]],
  "lumo_energy_ev": -2.90,
  "spin_multiplicity": 1,
  "largest_force_ha_per_bohr": 0.11290,
  "total_energy_ha": -2820.0379,
  "total_charge": 1,
  "molar_mass_g_mol": 738.02,
  "homo_ev": -10.21,
  "homo_lumo_gap_ha": 0.2688
}